(1)
Formula: C2H5NO2
Source: OMol25
Level of theory: ωB97M-V/def2-TZVPD

Each line ends with the natural charge from an NBO analysis.
Atoms and positions in Å:
C -1.45705 1.33049 -0.82472  -0.15
N -0.97572 0.92185 0.24151  -0.09
O 0.38530 0.20945 -0.33401  -0.49
C 1.16170 -0.55834 0.52587  0.21
O 0.88772 -1.92993 0.46185  -0.72
H -2.46801 1.71090 -0.88653  0.22
H -0.73976 1.00186 -1.65911  0.23
H 1.03128 -0.17191 1.55083  0.14
H 2.21437 -0.44785 0.24368  0.17
H -0.03986 -2.06652 0.68062  0.47

The HOMO energy is -10.416 eV. As for the structure (SMILES): C=NOCO. For the energy above the lowest of the compared OMol25 structures with the same formula, charge and spin, the calculation gives 374.92 kJ/mol. Its orbital gap is 11.46 eV.

***

(2)
Formula: C2H5NO2
Source: OMol25
Level of theory: ωB97M-V/def2-TZVPD

Each line ends with the natural charge from an NBO analysis.
Atoms and positions in Å:
C 1.29945 -0.23735 0.07569  -0.43
N -0.09524 0.15308 -0.16037  -0.14
O -0.38105 1.52908 -0.09789  -0.56
C -1.18541 -0.57413 -0.16254  0.49
O -2.22425 -0.01748 0.09404  -0.65
H 1.56908 0.11836 1.12533  0.22
H 1.82315 0.46150 -0.69046  0.22
H 1.55481 -1.24514 -0.18181  0.23
H -1.32771 1.55713 0.18808  0.50
H -1.03282 -1.74506 -0.19007  0.13

The HOMO energy is -9.275 eV. As for the structure (SMILES): CN(O)C=O. For the energy above the lowest of the compared OMol25 structures with the same formula, charge and spin, the calculation gives 270.85 kJ/mol. Its orbital gap is 10.12 eV.

***

(3)
Formula: C2H5NO2
Source: OMol25
Level of theory: ωB97M-V/def2-TZVPD

Each line ends with the natural charge from an NBO analysis.
Atoms and positions in Å:
N 0.87429 -0.12797 1.63194  -0.92
C -0.39705 0.32300 0.97745  -0.35
C -0.29852 0.11663 -0.60953  0.74
O -1.08066 0.55234 -1.42607  -0.58
O 0.67246 -0.68892 -1.04003  -0.67
H 0.58386 -1.01625 2.25077  0.42
H 1.79564 0.16178 1.26780  0.42
H -1.35980 0.01281 1.49259  0.24
H -0.59282 1.29577 1.09143  0.21
H 0.89213 -1.10346 -0.00485  0.48

The HOMO energy is -9.624 eV. As for the structure (SMILES): NCC(=O)O. For the energy above the lowest of the compared OMol25 structures with the same formula, charge and spin, the calculation gives 211.13 kJ/mol. Its orbital gap is 10.05 eV.

***

(4)
Formula: C2H5NO2
Source: OMol25
Level of theory: ωB97M-V/def2-TZVPD

Each line ends with the natural charge from an NBO analysis.
Atoms and positions in Å:
N 1.03596 0.37421 -0.09621  -0.85
C 0.04520 -0.68543 0.07418  -0.36
C -1.31042 0.11120 -0.05921  0.76
O -2.35601 -0.50574 -0.03287  -0.58
O -1.20946 1.42667 -0.00732  -0.66
H 1.63600 -0.05863 -0.92501  0.37
H 1.76343 0.15360 0.59620  0.36
H 0.56035 -1.04365 1.08753  0.23
H 0.11146 -1.43489 -0.80122  0.22
H -0.27650 1.66267 0.16393  0.52

The HOMO energy is -9.991 eV. As for the structure (SMILES): NCC(=O)O. For the energy above the lowest of the compared OMol25 structures with the same formula, charge and spin, the calculation gives 179.43 kJ/mol. Its orbital gap is 10.39 eV.

***

(5)
Formula: C2H5NO2
Source: OMol25
Level of theory: ωB97M-V/def2-TZVPD

Each line ends with the natural charge from an NBO analysis.
Atoms and positions in Å:
O 0.73526 -0.59488 -1.98490  -0.55
C -0.03949 -0.97621 -1.06443  0.54
N -0.68422 -0.19315 -0.13317  -0.68
C 0.14743 0.42960 0.80721  0.08
O 0.25168 1.82870 0.72442  -0.71
H -0.14836 -2.13366 -0.85787  0.11
H -1.49660 -0.65199 0.22260  0.39
H -0.26160 0.26795 1.81943  0.18
H 1.21776 0.01236 0.67329  0.16
H 0.27814 2.01129 -0.20659  0.47

The HOMO energy is -10.463 eV. As for the structure (SMILES): O=CNCO. For the energy above the lowest of the compared OMol25 structures with the same formula, charge and spin, the calculation gives 160.14 kJ/mol. Its orbital gap is 11.11 eV.

***

(6)
Formula: C2H5NO2
Source: OMol25
Level of theory: ωB97M-V/def2-TZVPD

Each line ends with the natural charge from an NBO analysis.
Atoms and positions in Å:
N 1.53891 0.06451 0.26015  -0.85
C 0.38524 -0.58537 -0.16759  0.64
O 0.37530 -1.79971 -0.24222  -0.60
C -1.01092 0.04973 -0.31023  -0.16
O -1.19990 1.37918 0.08983  -0.70
H 2.20638 -0.63098 0.57472  0.40
H 1.97694 0.86146 -0.18668  0.40
H -1.35454 -0.06072 -1.34575  0.21
H -1.63199 -0.64661 0.27683  0.20
H -1.28541 1.36851 1.05095  0.47

The HOMO energy is -9.823 eV. As for the structure (SMILES): NC(=O)CO. For the energy above the lowest of the compared OMol25 structures with the same formula, charge and spin, the calculation gives 78.25 kJ/mol. Its orbital gap is 10.56 eV.

***

(7)
Formula: C2H5NO2
Source: OMol25
Level of theory: ωB97M-V/def2-TZVPD

Each line ends with the natural charge from an NBO analysis.
Atoms and positions in Å:
H -0.10646 1.60895 0.00796  0.37
N -0.75170 0.94584 -0.40317  -0.74
C -1.57255 0.40953 0.37853  0.41
O -2.45072 -0.48329 -0.06599  -0.67
H -1.69273 0.56852 1.45663  0.15
H -2.32454 -0.57978 -1.02350  0.49
C 2.22512 -0.61700 -0.08658  0.30
O 2.42113 0.54300 0.10933  -0.50
H 1.60045 -1.24032 0.57587  0.10
H 2.65200 -1.15545 -0.94910  0.10

The HOMO energy is -10.225 eV. As for the structure (SMILES): [H]/N=C/O.C=O. For the energy above the lowest of the compared OMol25 structures with the same formula, charge and spin, the calculation gives 174.51 kJ/mol. Its orbital gap is 11.15 eV.

***

(8)
Formula: C2H5NO2
Source: OMol25
Level of theory: ωB97M-V/def2-TZVPD

Each line ends with the natural charge from an NBO analysis.
Atoms and positions in Å:
N 0.44201 -0.96717 1.14903  -0.80
C -0.55545 -0.01409 0.60427  -0.34
C -0.27744 0.21786 -0.85155  0.77
O -0.38969 -0.57509 -1.74137  -0.58
O 0.09820 1.50572 -1.12940  -0.70
H 1.26272 -0.45988 1.48560  0.35
H 0.88970 -1.51523 0.40464  0.36
H -0.53946 0.86562 1.24503  0.22
H -1.51985 -0.55659 0.79808  0.22
H 0.58927 1.49885 -1.96435  0.49

The HOMO energy is -9.961 eV. As for the structure (SMILES): NCC(=O)O. For the energy above the lowest of the compared OMol25 structures with the same formula, charge and spin, the calculation gives 61.75 kJ/mol. Its orbital gap is 10.64 eV.

***

(9)
Formula: C2H5NO2
Source: OMol25
Level of theory: ωB97M-V/def2-TZVPD

Each line ends with the Löwdin spin population.
Atoms and positions in Å:
C 0.42866 0.19606 -0.02657  0.06
C -0.73720 1.23878 -0.18256  0.05
N -0.21368 -0.95193 0.16321  0.70
O 1.62897 0.34260 -0.00963  0.00
O 1.26008 -2.43143 0.02838  1.14
H -0.79278 1.59233 -1.28043  0.00
H -1.68231 0.76830 0.24228  0.00
H -0.45805 2.08020 0.44885  0.01
H -1.09723 -1.29957 0.65488  0.01
H 1.66356 -1.53534 -0.03842  0.02

The HOMO energy (alpha / beta) is -9.683 / -10.141 eV. The spin multiplicity is 3. For the energy above the lowest of the compared OMol25 structures with the same formula, charge and spin, the calculation gives 0.00 kJ/mol. Its orbital gap (alpha / beta) is 10.44 / 7.97 eV.

***

(10)
Formula: C2H5NO2S
Source: OMol25
Level of theory: ωB97M-V/def2-TZVPD

Each line ends with the natural charge from an NBO analysis.
Atoms and positions in Å:
C -1.32604 -0.39547 -0.43216  -0.68
C -0.08168 0.29244 -0.55492  -0.27
N 0.54985 1.14249 0.86489  -0.83
S 1.47637 -0.05979 0.26817  2.29
O 2.57299 0.44920 -0.40436  -0.90
O 1.54728 -1.21026 1.09938  -0.92
H -1.11562 -1.19609 0.23812  0.24
H -1.60019 -0.75483 -1.43965  0.24
H -2.23190 0.05340 0.08402  0.25
H 0.03905 0.90255 -1.39306  0.22
H 0.16989 0.77637 1.66958  0.36

The HOMO energy is -10.359 eV. As for the structure (SMILES): C[C@H]1NS1(=O)=O. For the energy above the lowest of the compared OMol25 structures with the same formula, charge and spin, the calculation gives 304.92 kJ/mol. Its orbital gap is 11.07 eV.

***

(11)
Formula: C2H5NO2S
Source: OMol25
Level of theory: ωB97M-V/def2-TZVPD

Each line ends with the natural charge from an NBO analysis.
Atoms and positions in Å:
C 0.01534 -1.34660 -2.10711  -0.74
S 0.94016 -0.22704 -1.00446  0.13
C -0.25157 0.06772 0.33961  0.51
O -1.28792 -0.52585 0.41190  -0.62
N 0.16661 1.10415 1.14724  -0.35
O -0.46406 1.27698 2.36137  -0.53
H 0.09206 -1.05450 -3.16437  0.23
H -1.01240 -1.33074 -1.77664  0.25
H 0.36454 -2.40047 -1.94547  0.23
H 1.14040 1.35395 1.22093  0.39
H -1.36017 0.99954 2.12500  0.48

The HOMO energy is -9.196 eV. As for the structure (SMILES): CSC(=O)NO. For the energy above the lowest of the compared OMol25 structures with the same formula, charge and spin, the calculation gives 157.26 kJ/mol. Its orbital gap is 9.91 eV.

***

(12)
Formula: C2H5NO2S
Source: OMol25
Level of theory: ωB97M-V/def2-TZVPD

Each line ends with the natural charge from an NBO analysis.
Atoms and positions in Å:
C 0.58050 -1.08571 0.51533  -0.02
C 1.06439 1.01695 -0.59775  -0.45
N 0.31619 0.04689 0.13417  -0.41
O -2.85502 -0.81081 -0.97150  -0.87
O -2.43917 -0.11671 1.35765  -0.88
S -2.29066 0.13126 -0.04926  1.67
H 1.69598 -1.34158 0.64549  0.13
H -0.12438 -1.55341 1.12980  0.19
H 1.28401 1.81809 0.11891  0.23
H 2.11925 0.56498 -0.67465  0.17
H 0.64890 1.33006 -1.60819  0.24

The HOMO energy is -9.507 eV. For the energy above the lowest of the compared OMol25 structures with the same formula, charge and spin, the calculation gives 212.54 kJ/mol. Its orbital gap is 9.51 eV.

***

(13)
Formula: C2H5NO2S
Source: OMol25
Level of theory: ωB97M-V/def2-TZVPD

Each line ends with the natural charge from an NBO analysis.
Atoms and positions in Å:
C -0.75859 -0.20137 -0.58269  0.43
C -2.08061 0.01738 -0.12867  -0.74
N 2.63126 -0.65852 0.69750  -0.96
O 0.18494 0.59805 -0.48933  -0.56
O 3.92247 1.34657 0.92020  -0.86
S 2.55126 0.87742 0.74148  1.45
H -0.61436 -1.17386 -1.14824  0.11
H -2.60415 -0.57674 0.61675  0.27
H -2.74207 -0.19476 -1.09052  0.24
H -2.24984 1.08074 0.01186  0.24
H 1.75968 -1.11491 0.45166  0.37

The HOMO energy is -10.370 eV. For the energy above the lowest of the compared OMol25 structures with the same formula, charge and spin, the calculation gives 226.15 kJ/mol. Its orbital gap is 10.22 eV.

***

(14)
Formula: C2H5NO2S2
Source: OMol25
Level of theory: ωB97M-V/def2-TZVPD

Each line ends with the natural charge from an NBO analysis.
Atoms and positions in Å:
C -0.57426 -1.28393 2.98754  0.90
C 0.97464 2.05136 -2.56263  -0.26
N -0.95211 -2.31049 2.39026  -0.84
O -0.34301 -0.46568 3.81982  -0.43
O 0.86908 0.72246 -2.05994  -0.69
S -0.43134 -0.65042 0.45804  -0.48
S -0.64379 0.41785 -1.25766  0.38
H 0.33353 2.60752 -1.86137  0.19
H 0.76554 2.09851 -3.62731  0.18
H 2.12363 2.22858 -2.34227  0.19
H -1.32364 -3.11096 2.84392  0.44
H -0.79828 -2.30481 1.21160  0.41

The HOMO energy (alpha / beta) is -7.532 / -7.533 eV. For the energy above the lowest of the compared OMol25 structures with the same formula, charge and spin, the calculation gives 334.74 kJ/mol. Its orbital gap (alpha / beta) is 6.87 / 6.87 eV.

***

(15)
Formula: C2H5NO2S2
Source: OMol25
Level of theory: ωB97M-V/def2-TZVPD

Each line ends with the Löwdin spin population.
Atoms and positions in Å:
C -2.58555 -0.18227 -0.31051  0.21
C 2.13149 -0.24729 -0.57018  0.02
N -3.44945 0.05724 0.68919  0.06
O -2.35727 0.02736 -1.42725  0.13
O 1.85144 -1.13677 0.50926  0.15
S -1.22802 -1.25339 0.72321  0.58
S 0.61555 -2.25209 0.28908  0.81
H 1.18378 0.16937 -0.96579  0.00
H 2.49722 -0.77585 -1.35138  0.00
H 2.96064 0.27791 -0.09616  0.00
H -4.04360 0.88505 0.47994  0.02
H -3.49504 -0.34638 1.57738  0.01

The HOMO energy (alpha / beta) is -5.843 / -9.065 eV. The spin multiplicity is 3. For the energy above the lowest of the compared OMol25 structures with the same formula, charge and spin, the calculation gives 0.00 kJ/mol. Its orbital gap (alpha / beta) is 6.46 / 6.56 eV.

***

(16)
Formula: C2H5NO3
Source: OMol25
Level of theory: ωB97M-V/def2-TZVPD

Each line ends with the natural charge from an NBO analysis.
Atoms and positions in Å:
N -2.41266 -0.44512 -0.06799  -0.79
C -1.37087 0.32757 0.24079  0.54
O -0.31915 0.39505 -0.37894  -0.66
H -2.31686 -1.10402 -0.83194  0.41
H -3.16992 -0.55954 0.59222  0.41
H -1.49318 1.00207 1.10833  0.13
O 3.53555 -0.70577 0.16637  -0.58
C 2.48514 -0.23088 -0.12269  0.64
O 2.19029 1.06709 -0.09340  -0.70
H 1.65198 -0.87517 -0.47223  0.09
H 1.21968 1.12872 -0.14053  0.51

The HOMO energy is -9.821 eV. As for the structure (SMILES): NC=O.O=CO. For the energy above the lowest of the compared OMol25 structures with the same formula, charge and spin, the calculation gives 15.96 kJ/mol. Its orbital gap is 10.22 eV.

***

(17)
Formula: C2H5NO3
Source: OMol25
Level of theory: ωB97M-V/def2-TZVPD

Each line ends with the natural charge from an NBO analysis.
Atoms and positions in Å:
C 1.50129 -0.48411 0.11597  -0.04
N -0.96910 0.64791 0.38210  -0.32
C -0.33976 -0.28443 -0.35058  0.46
O -2.36660 0.73745 0.36997  -0.53
O 2.10564 0.69181 -0.12006  -0.73
O -0.92217 -1.16874 -0.94891  -0.62
H -2.62763 -0.05104 -0.14263  0.49
H 1.04445 0.55622 -0.71124  0.51
H -0.52758 1.45619 0.79273  0.41
H 1.39269 -0.77464 1.16876  0.18
H 1.70876 -1.32663 -0.55612  0.18

The HOMO energy is -9.547 eV. For the energy above the lowest of the compared OMol25 structures with the same formula, charge and spin, the calculation gives 567.76 kJ/mol. Its orbital gap is 9.58 eV.

***

(18)
Formula: C2H5NO3
Source: OMol25
Level of theory: ωB97M-V/def2-TZVPD

Each line ends with the natural charge from an NBO analysis.
Atoms and positions in Å:
O -2.42035 2.08975 0.11420  -0.50
C -1.91807 1.03642 0.03677  0.87
N -1.47645 -0.04620 -0.21443  -0.59
C -1.33182 -1.27230 0.50727  0.10
O -1.07930 -2.29112 -0.42788  -0.72
H -0.33548 -1.12164 1.07422  0.17
H -2.17503 -1.51368 1.21820  0.18
H -1.26967 -1.91863 -1.36287  0.49
O 1.54443 2.35806 -0.24861  -0.96
H 1.85378 1.48745 0.03014  0.49
H 0.66234 2.51417 -0.36042  0.48

The HOMO energy is -10.556 eV. As for the structure (SMILES): O=C=NCO.O. For the energy above the lowest of the compared OMol25 structures with the same formula, charge and spin, the calculation gives 150.47 kJ/mol. Its orbital gap is 10.88 eV.

***

(19)
Formula: C2H5NO3S
Source: OMol25
Level of theory: ωB97M-V/def2-TZVPD

Each line ends with the Löwdin spin population.
Atoms and positions in Å:
C -0.86025 -0.14240 -2.11680  0.45
C 0.28202 -1.00159 -1.86785  0.66
N -0.49157 -1.09161 -0.92538  0.76
O 1.54411 0.83710 0.77163  0.00
O -0.84877 0.49634 1.56990  0.01
O 0.96166 0.45876 3.12088  0.00
S 0.76711 -0.01415 1.65412  0.01
H -0.82638 0.87857 -1.69246  0.01
H -1.71887 -0.46945 -2.78252  0.02
H 1.27591 -1.17728 -2.32809  0.07
H 1.31115 1.37890 3.51873  0.00
H -1.39612 -0.15318 1.07784  0.00

The HOMO energy (alpha / beta) is -5.639 / -10.003 eV. The spin multiplicity is 3. For the energy above the lowest of the compared OMol25 structures with the same formula, charge and spin, the calculation gives 381.43 kJ/mol. Its orbital gap (alpha / beta) is 6.25 / 6.86 eV.

***

(20)
Formula: C2H5NO4S
Source: OMol25
Level of theory: ωB97M-V/def2-TZVPD

Each line ends with the natural charge from an NBO analysis.
Atoms and positions in Å:
C 0.31424 0.32818 2.13372  0.67
C 0.60411 -0.83053 -0.84882  0.16
N 0.85111 0.22962 -1.53455  -0.70
O -1.81815 -1.25121 -1.75814  -0.92
O -0.60410 1.11363 2.22031  -0.71
O -1.53377 0.73260 -0.22196  -0.97
O 0.76354 -0.39045 1.23530  -0.75
S -1.37464 -0.88196 -0.41211  1.55
H 0.97811 0.15946 3.04439  0.05
H 1.26471 -1.62768 -0.82067  0.21
H -1.30775 1.17626 0.69564  0.55
H 1.58078 0.19896 -2.24289  0.41
H 0.28182 1.04313 -1.49022  0.43

The HOMO energy is -9.238 eV. For the energy above the lowest of the compared OMol25 structures with the same formula, charge and spin, the calculation gives 186.88 kJ/mol. Its orbital gap is 9.22 eV.